This record from OMol25 describes a 12-piece molecular cluster, C10H43N18O12 overall at a distorted geometry. The level of theory is ωB97M-V/def2-TZVPD.

Each line ends with the Löwdin charge.
Geometry (Å):
C (-0.685, 36.991, -6.448)  -0.302
O (-1.940, 36.883, -5.835)  -0.405
H (0.234, 36.957, -5.845)  0.074
H (-0.555, 36.207, -7.213)  0.026
H (-0.590, 37.876, -7.102)  0.016
C (-0.286, 32.997, -4.328)  -0.703
O (0.490, 32.050, -4.264)  0.002
N (-0.909, 33.480, -3.198)  0.163
N (-0.733, 33.558, -5.454)  0.166
H (-1.504, 34.276, -3.359)  0.063
H (-0.482, 33.304, -2.311)  0.095
H (-0.322, 33.274, -6.331)  0.074
H (-1.316, 34.382, -5.516)  0.075
C (1.028, 33.160, -8.739)  -0.616
O (0.177, 33.877, -8.213)  -0.052
N (2.184, 33.725, -9.182)  0.185
N (0.838, 31.884, -9.133)  0.185
H (2.713, 33.161, -9.820)  0.100
H (2.235, 34.722, -9.002)  0.074
H (1.643, 31.365, -9.430)  0.102
H (0.016, 31.418, -8.788)  0.121
C (-3.801, 33.128, -4.330)  -0.681
O (-3.121, 32.546, -5.147)  0.042
N (-3.818, 34.484, -4.185)  0.156
N (-4.656, 32.500, -3.456)  0.145
H (-3.408, 35.122, -4.848)  0.062
H (-4.356, 34.834, -3.415)  0.082
H (-5.341, 33.054, -2.981)  0.080
H (-4.604, 31.508, -3.339)  0.096
C (-0.494, 40.858, -5.596)  -0.627
O (-0.194, 40.823, -6.787)  0.016
N (-1.490, 40.079, -5.062)  0.187
N (0.207, 41.599, -4.706)  0.167
H (-1.521, 40.009, -4.060)  0.083
H (-1.723, 39.267, -5.621)  0.066
H (-0.081, 41.634, -3.747)  0.097
H (1.179, 41.687, -4.950)  0.101
C (2.961, 39.067, -3.023)  -0.679
O (3.092, 39.791, -3.997)  0.011
N (3.444, 39.440, -1.786)  0.135
N (2.457, 37.809, -3.044)  0.170
H (3.748, 38.694, -1.185)  0.090
H (3.890, 40.332, -1.694)  0.092
H (2.035, 37.502, -3.904)  0.090
H (2.240, 37.342, -2.185)  0.101
C (0.958, 37.197, -8.521)  -0.599
O (2.043, 36.618, -8.321)  -0.042
N (-0.130, 36.478, -8.883)  0.128
N (0.664, 38.422, -8.016)  0.110
H (-0.064, 35.474, -8.952)  0.062
H (-0.882, 37.029, -9.261)  0.108
H (-0.251, 38.834, -8.124)  -0.017
H (1.377, 39.018, -7.636)  0.129
C (-3.728, 34.555, -8.398)  -0.663
O (-4.257, 33.689, -9.084)  -0.002
N (-2.373, 34.704, -8.234)  0.163
N (-4.349, 35.465, -7.608)  0.158
H (-2.155, 35.319, -7.467)  0.038
H (-1.626, 34.147, -8.605)  0.063
H (-5.307, 35.439, -7.324)  0.103
H (-3.691, 35.995, -7.052)  0.040
C (-1.751, 37.489, -2.170)  -0.694
O (-1.903, 37.524, -0.956)  0.000
N (-0.590, 37.864, -2.772)  0.161
N (-2.743, 37.250, -3.073)  0.155
H (0.216, 37.873, -2.181)  0.068
H (-0.563, 38.075, -3.755)  0.063
H (-3.690, 37.233, -2.750)  0.096
H (-2.456, 37.008, -4.015)  0.030
C (3.157, 35.276, -5.258)  -0.693
O (3.651, 34.803, -4.244)  0.001
N (2.054, 34.896, -5.926)  0.188
N (3.727, 36.386, -5.862)  0.142
H (1.468, 34.151, -5.581)  0.070
H (1.897, 35.135, -6.892)  0.047
H (3.257, 36.764, -6.672)  0.053
H (4.368, 36.874, -5.266)  0.086
O (-4.089, 38.414, -6.964)  -0.092
H (-3.829, 39.317, -7.172)  0.020
H (-3.338, 38.071, -6.430)  -0.018
O (-1.356, 39.475, -8.997)  -0.035
H (-0.910, 39.823, -8.198)  0.009
H (-1.715, 38.622, -8.725)  0.039

As for the charge: -1. As for the spin multiplicity: 1. The total energy is -2295.6484 hartree. For the HOMO energy, the calculation gives -5.19 eV. Its frontier orbital gap is 7.5 eV.